# C14H38AgN3O7

C14H38AgN3O7 as an isolated structure at a distorted geometry (ωB97M-V/def2-TZVPD, OMol25).

Results
**Relative energy (zero: lowest compared OMol25 entry of this formula, charge and spin)**: 0.00 kcal/mol
**Lowest unoccupied orbital energy (alpha / beta)**: 2.848 / 2.833 eV
**Multiplicity**: 2
**Charge**: -1
**Frontier orbital gap (alpha / beta)**: 7.03 / 6.56 eV

Structure (XYZ):
```
63
Properties=species:S:1:pos:R:3:mulliken_charge:R:1
Ag -34.303 -8.555 -14.505 1.13
C -36.858 -5.179 -14.972 -1.38
C -36.017 -6.424 -14.795 0.94
O -35.493 -6.940 -15.825 -0.62
O -35.842 -6.893 -13.638 -0.77
H -37.414 -4.926 -14.070 0.32
H -37.583 -5.316 -15.773 0.36
H -36.190 -4.353 -15.224 0.24
O -33.420 -9.757 -15.982 -0.92
H -34.127 -10.203 -16.469 0.17
O -33.517 -9.217 -12.507 -0.84
H -32.896 -9.953 -12.449 0.13
C -37.048 -10.190 -16.440 -1.42
C -37.237 -10.057 -14.947 0.73
C -38.306 -11.055 -14.459 -0.98
O -39.575 -10.718 -14.975 -0.29
C -40.519 -11.740 -14.796 -0.75
N -35.957 -10.326 -14.270 -0.45
H -36.647 -11.183 -16.677 0.42
H -36.366 -9.440 -16.840 0.11
H -38.021 -10.096 -16.927 0.41
H -37.592 -9.063 -14.667 0.14
H -38.309 -11.025 -13.360 0.43
H -38.007 -12.060 -14.797 0.34
H -40.203 -12.665 -15.298 0.31
H -41.451 -11.416 -15.257 0.24
H -40.681 -11.948 -13.732 0.29
H -35.536 -11.127 -14.724 0.28
H -36.028 -10.447 -13.268 0.23
C -31.404 -6.063 -12.232 -1.69
C -32.567 -6.150 -13.215 0.57
C -32.909 -4.834 -13.846 -0.58
O -31.812 -4.353 -14.605 -0.40
C -32.118 -3.195 -15.317 -0.82
N -32.366 -7.188 -14.255 -0.18
H -30.488 -5.772 -12.762 0.31
H -31.220 -7.033 -11.771 0.44
H -31.580 -5.329 -11.441 0.38
H -33.459 -6.453 -12.654 0.12
H -33.145 -4.135 -13.027 0.50
H -33.796 -4.937 -14.481 0.23
H -32.201 -2.314 -14.664 0.30
H -33.060 -3.300 -15.875 0.30
H -31.317 -3.024 -16.038 0.27
H -31.842 -6.756 -15.015 0.05
H -31.776 -7.921 -13.875 0.26
C -32.448 -5.783 -17.940 -1.25
C -32.394 -7.315 -17.915 1.81
C -33.166 -7.819 -19.114 -1.14
O -33.015 -9.199 -19.307 -0.28
C -33.757 -9.660 -20.399 -0.75
N -31.004 -7.831 -17.955 -0.72
H -31.860 -5.378 -18.770 0.42
H -32.113 -5.377 -16.986 0.07
H -33.482 -5.440 -18.072 0.35
H -32.898 -7.635 -17.003 -0.56
H -32.833 -7.274 -20.019 0.37
H -34.232 -7.593 -18.954 0.37
H -33.742 -8.947 -21.243 0.33
H -34.823 -9.797 -20.163 0.24
H -33.311 -10.598 -20.726 0.26
H -30.597 -7.527 -18.839 0.31
H -30.467 -7.334 -17.248 0.31
```

# C14H38ClN2O6

A 5-piece molecular cluster, C14H38ClN2O6 overall at a distorted geometry (ωB97M-V/def2-TZVPD, OMol25).

Results
**Relative energy (zero: lowest compared OMol25 entry of this formula, charge and spin)**: 12.82 kcal/mol
**Lowest unoccupied orbital energy**: 2.736 eV
**Charge**: -1
**Frontier orbital gap**: 6.71 eV

Structure (XYZ):
```
61
Properties=species:S:1:pos:R:3:mulliken_charge:R:1
Cl -1.077 0.695 2.788 -0.97
C -2.362 2.634 -1.618 -0.80
O -1.098 2.458 -2.245 -0.27
C -0.685 3.799 -2.773 -0.52
C 0.273 3.622 -3.959 -0.83
N 1.529 2.942 -3.650 -0.30
C 2.299 2.581 -4.907 -0.70
C 3.456 1.691 -4.642 -0.56
O 3.215 0.513 -3.878 -0.25
C 4.451 0.011 -3.397 -0.83
H -2.216 3.516 -0.994 0.38
H -2.553 1.850 -0.884 0.28
H -3.176 2.761 -2.332 0.24
H -0.131 4.379 -2.035 0.31
H -1.489 4.375 -3.232 0.39
H 0.563 4.581 -4.388 0.43
H -0.181 3.035 -4.757 0.37
H 2.118 3.646 -3.227 0.23
H 2.602 3.538 -5.331 0.35
H 1.559 2.094 -5.542 0.42
H 4.211 2.344 -4.205 0.34
H 3.834 1.494 -5.646 0.34
H 5.212 -0.338 -4.095 0.32
H 4.085 -0.937 -3.003 0.29
H 4.950 0.525 -2.575 0.32
C -3.554 -1.728 -2.162 -0.74
O -2.459 -2.261 -1.320 -0.23
C -2.889 -3.442 -0.566 -0.62
C -1.715 -4.273 -0.182 -0.72
N -0.860 -3.531 0.691 -0.12
C 0.197 -4.362 1.205 -0.87
C 1.368 -3.592 1.798 -0.45
O 2.190 -2.801 0.899 -0.34
C 3.297 -2.358 1.790 -0.71
H -4.400 -1.407 -1.553 0.27
H -3.801 -2.536 -2.851 0.34
H -3.205 -0.838 -2.685 0.21
H -3.431 -4.084 -1.260 0.35
H -3.579 -3.211 0.245 0.38
H -1.178 -4.507 -1.102 0.32
H -2.074 -5.188 0.290 0.37
H -1.391 -3.135 1.453 0.21
H 0.573 -5.194 0.610 0.43
H -0.244 -4.726 2.133 0.36
H 1.938 -4.495 2.017 0.30
H 1.114 -2.969 2.655 0.37
H 2.913 -1.511 2.359 0.30
H 4.177 -1.928 1.312 0.28
H 3.583 -3.132 2.503 0.29
C -5.074 0.951 5.267 -0.48
O -4.158 1.945 5.519 -0.52
H -5.128 0.912 4.179 0.23
H -4.926 -0.034 5.710 0.22
H -5.979 1.353 5.723 0.19
H -3.332 1.768 5.064 0.33
C 2.209 2.112 7.131 -0.53
O 2.381 2.282 5.713 -0.49
H 2.371 1.158 7.633 0.24
H 2.877 2.801 7.647 0.21
H 1.163 2.391 7.256 0.24
H 1.636 1.761 5.406 0.33
```

# C14H38N3O3Si

A 3-piece molecular cluster, C14H38N3O3Si overall at a distorted geometry (ωB97M-V/def2-TZVPD, OMol25).

Results
**Lowest unoccupied orbital energy**: -3.136 eV
**Charge**: +1
**Frontier orbital gap**: 8.22 eV

Structure (XYZ):
```
59
Properties=species:S:1:pos:R:3:mulliken_charge:R:1
C -3.075 -0.453 2.369 -0.92
Si -1.704 -1.454 1.423 0.41
C -2.536 -2.189 -0.198 -0.68
C -0.263 -0.199 0.969 -0.48
C -1.057 -3.002 2.405 -0.22
N 0.139 -2.856 3.318 -0.07
C 0.844 -4.223 3.184 -0.46
C -0.036 -5.041 2.021 -0.32
O -0.515 -3.832 1.278 -0.34
H -3.841 -0.089 1.532 0.21
H -3.701 -1.093 3.124 0.33
H -2.566 0.496 2.861 0.29
H -3.225 -1.416 -0.745 -0.02
H -3.156 -3.131 0.192 0.31
H -1.696 -2.655 -0.903 0.27
H 0.097 0.324 1.961 0.32
H -0.614 0.636 0.222 -0.02
H 0.610 -0.863 0.547 0.09
H -2.056 -3.455 2.819 0.22
H 0.868 -2.133 3.129 0.38
H -0.149 -2.746 4.330 0.42
H 1.061 -4.825 4.166 0.37
H 1.827 -3.903 2.599 0.25
H -1.084 -5.484 2.383 0.26
H 0.534 -5.804 1.337 0.31
C -3.370 0.442 -3.170 -1.37
C -3.683 1.525 -2.141 0.10
C -3.667 2.955 -2.726 -0.74
O -2.356 3.488 -2.937 -0.37
C -1.749 3.084 -4.155 -0.62
N -2.750 1.393 -1.012 -0.33
H -2.307 0.399 -3.427 0.27
H -3.642 -0.546 -2.779 0.35
H -3.938 0.602 -4.092 0.38
H -4.698 1.333 -1.771 0.35
H -4.139 3.622 -1.996 0.33
H -4.267 3.024 -3.641 0.43
H -2.476 2.978 -4.965 0.29
H -1.200 2.152 -4.008 0.21
H -1.022 3.850 -4.440 0.26
H -3.023 2.056 -0.285 0.25
H -1.841 1.742 -1.327 0.29
C 3.891 -0.044 -0.107 -1.41
C 3.349 1.276 0.435 0.95
C 3.968 2.521 -0.241 -0.90
O 5.288 2.838 0.211 -0.39
C 6.319 2.097 -0.424 -0.63
N 3.535 1.305 1.894 -0.71
H 4.900 -0.265 0.253 0.34
H 3.251 -0.877 0.210 0.21
H 3.911 -0.039 -1.201 0.36
H 2.272 1.291 0.227 0.01
H 3.352 3.388 0.024 0.38
H 3.939 2.443 -1.334 0.42
H 6.092 1.889 -1.474 0.30
H 6.501 1.168 0.120 0.22
H 7.238 2.689 -0.378 0.26
H 3.087 2.145 2.262 0.31
H 4.531 1.466 2.069 0.31
```

# C14H38N4O20SV2

C14H38N4O20SV2 as an isolated structure at a distorted geometry (ωB97M-V/def2-TZVPD, OMol25).

Results
**Relative energy (zero: lowest compared OMol25 entry of this formula, charge and spin)**: 50.39 kcal/mol
**Lowest unoccupied orbital energy**: -2.954 eV
**Frontier orbital gap**: 7.23 eV

Structure (XYZ):
```
79
Properties=species:S:1:pos:R:3:mulliken_charge:R:1
O -12.843 10.275 13.996 -0.58
V -12.527 8.701 14.234 1.47
O -13.645 8.178 15.271 -0.64
O -10.530 6.522 11.040 -0.53
V -11.294 7.893 10.834 1.23
O -11.535 8.171 9.264 -0.65
C -15.709 8.018 12.507 0.27
C -14.471 7.263 11.929 1.13
C -14.715 7.062 10.458 -1.40
O -13.186 7.796 12.228 0.27
H -15.615 8.391 13.527 -0.53
H -16.570 7.391 12.275 -0.13
H -15.806 8.957 11.962 -0.01
H -14.479 6.266 12.370 -0.21
H -13.997 6.350 10.051 0.36
H -14.672 7.977 9.867 -0.01
H -15.699 6.618 10.307 0.30
C -8.554 10.071 13.420 -1.11
C -9.561 9.323 12.554 1.02
O -9.477 9.257 11.309 -0.61
O -10.577 8.746 13.041 -0.55
H -7.669 10.146 12.789 0.31
H -8.408 9.567 14.376 0.32
H -8.967 11.045 13.680 0.31
C -14.054 3.858 14.887 -0.12
O -15.094 3.512 15.712 -0.55
H -14.496 3.966 13.897 -0.25
H -13.423 4.658 15.274 0.29
H -13.425 2.997 14.661 0.36
H -14.743 3.251 16.567 0.29
C -17.773 4.262 13.408 -0.30
O -17.357 3.199 14.165 -0.58
H -17.812 5.173 14.006 0.08
H -17.059 4.455 12.607 0.19
H -18.724 4.078 12.909 0.28
H -16.643 3.464 14.750 0.35
O -23.318 7.668 9.730 -0.60
S -22.490 8.708 10.310 1.09
O -22.989 9.521 11.365 -0.57
O -20.995 8.166 10.887 -0.24
C -20.375 7.095 10.247 -0.40
C -19.232 6.621 11.107 -0.79
C -21.814 9.756 8.987 -0.89
H -20.013 7.502 9.303 0.30
H -21.028 6.269 9.967 0.35
H -19.601 5.963 11.894 0.21
H -18.644 7.376 11.629 0.12
H -18.558 5.973 10.546 0.41
H -21.119 9.198 8.359 0.31
H -21.208 10.505 9.497 0.31
H -22.679 10.265 8.562 0.37
C -15.300 10.611 9.087 -0.58
N -14.882 10.780 7.648 0.92
O -15.442 11.763 7.117 -0.54
O -14.026 10.016 7.194 -0.51
H -15.586 11.491 9.664 0.29
H -14.455 10.110 9.559 0.05
H -16.148 9.929 9.022 0.34
C -12.890 3.598 11.056 -0.47
N -12.187 2.267 11.185 0.84
O -11.452 1.920 10.268 -0.51
O -12.168 1.640 12.280 -0.53
H -12.196 4.356 11.417 0.22
H -13.780 3.698 11.678 0.06
H -13.122 3.728 9.999 0.35
C -17.044 7.912 16.317 -0.09
N -16.571 8.076 17.728 0.99
O -17.502 8.193 18.554 -0.58
O -15.399 8.199 17.987 -0.53
H -17.867 8.579 16.062 0.30
H -17.448 6.914 16.150 0.38
H -16.237 8.066 15.600 -0.47
C -16.088 11.584 13.090 -0.79
N -16.803 10.723 14.040 0.91
O -16.457 10.754 15.222 -0.52
O -17.771 10.041 13.652 -0.45
H -16.515 12.575 13.242 0.35
H -16.341 11.294 12.070 0.26
H -15.022 11.479 13.292 0.22
```